Here is C32H47MnN2O19 as an isolated structure in a non-equilibrium geometry from the OMol25 dataset. Energies are from ωB97M-V with the def2-TZVPD basis set.

XYZ file:
```
101
Properties=species:S:1:pos:R:3:forces:R:3
Mn 0.8845 -0.0736 -2.2489 -0.193 -0.355 0.740
O 0.0414 -0.1426 -0.4560 -0.483 0.460 0.948
H 0.2847 0.6170 0.1083 -0.015 -0.638 -0.551
C -5.0040 -1.0771 -4.6165 -0.597 -0.288 0.190
C -3.8309 -1.9884 -4.3933 -2.547 0.186 0.658
C -2.9299 -2.0194 -5.5744 -1.689 -0.834 -0.179
O -1.7320 -2.1283 -4.8895 3.728 -0.167 -1.520
C -1.7609 -1.5313 -3.6998 -2.173 -2.298 -2.597
O -0.8222 -1.2864 -3.0439 2.566 1.271 1.700
O -3.0094 -1.4714 -3.3650 -0.696 2.028 2.423
H -5.7005 -0.9483 -3.7880 0.614 0.230 0.567
H -5.7087 -1.5426 -5.3056 0.439 0.206 -0.772
H -4.5627 -0.1417 -4.9604 -0.707 0.207 -0.146
H -4.1244 -2.9521 -3.9772 -0.073 -0.325 -0.643
H -3.0121 -1.1595 -6.2392 0.360 0.322 0.291
H -3.2448 -2.8786 -6.1666 0.954 -0.293 -0.063
C 1.8292 -6.4447 -1.0070 0.012 0.160 0.223
C 1.4390 -5.1163 -0.3937 -1.013 -2.569 -0.837
C 2.4977 -4.4684 0.4269 -0.761 -0.949 0.931
O 2.6005 -3.2206 -0.1707 1.024 2.100 0.236
C 1.7762 -3.0485 -1.1771 0.178 -1.336 -0.834
O 1.7643 -2.0197 -1.8201 -0.500 -0.244 -0.191
O 1.1165 -4.2080 -1.4477 0.436 2.592 0.084
H 1.7015 -7.1591 -0.1937 0.093 -0.431 -0.332
H 2.8610 -6.4705 -1.3574 0.014 0.073 -0.003
H 1.1696 -6.6608 -1.8474 -0.045 -0.251 0.203
H 0.5352 -5.3102 0.1838 -0.088 0.444 -0.064
H 3.4265 -5.0388 0.4203 0.162 0.430 -0.008
H 2.0725 -4.3696 1.4257 0.601 0.214 0.254
C 0.2395 6.0672 -2.6349 -1.161 0.083 0.592
C -0.5584 5.0240 -1.8406 -0.249 1.417 -0.105
C -2.0030 4.7482 -2.3499 0.725 2.348 -0.362
O -2.0193 3.3489 -2.5306 -0.243 -1.158 0.584
C -0.8002 2.8654 -2.3221 1.977 -1.733 -1.591
O -0.4432 1.6948 -2.5369 -1.445 1.914 0.368
O 0.0924 3.8063 -2.0484 -0.073 -2.262 0.042
H -0.3120 7.0038 -2.5530 0.279 0.243 -0.038
H 0.2385 5.7805 -3.6865 0.132 -0.058 0.040
H 1.2576 6.1919 -2.2662 -0.153 -0.049 0.002
H -0.5705 5.1300 -0.7558 0.050 0.699 -0.001
H -2.1975 5.2728 -3.2854 0.340 -0.487 -0.510
H -2.7782 5.2035 -1.7336 -0.029 -0.991 0.674
C -1.4495 3.1226 1.2923 -0.321 -0.659 0.201
C -1.4900 2.1916 2.5068 -0.193 0.400 -1.276
C -0.4237 1.0784 2.5561 -0.657 0.944 0.957
O 0.0895 1.2450 3.9035 -0.627 0.568 -0.660
C -0.4301 2.4086 4.4710 1.036 0.267 2.829
O -0.1865 2.7766 5.6115 -0.789 -1.001 -3.751
O -1.2283 3.0523 3.5619 1.186 -0.102 2.128
H -0.4440 3.5333 1.1999 0.178 -0.271 -0.163
H -2.0926 3.9833 1.4759 -0.270 -0.196 -0.137
H -1.7565 2.5574 0.4123 0.069 0.288 -0.312
H -2.4648 1.7583 2.7302 -0.310 -0.057 -0.535
H 0.3321 1.1906 1.7787 0.440 0.204 0.496
H -0.9183 0.1176 2.4137 0.311 -0.201 0.368
C 4.0719 3.2184 2.1023 -0.075 -0.346 -0.555
C 3.1196 3.5975 0.9540 0.776 1.374 0.645
C 3.7469 4.1920 -0.2765 1.969 1.115 0.306
O 3.5747 3.2559 -1.3229 -1.377 -2.479 0.096
C 2.8627 2.1825 -0.8210 -0.630 0.351 -0.975
O 2.4848 1.1810 -1.4651 1.328 2.727 1.416
O 2.5298 2.4312 0.4643 -0.782 -2.469 -1.739
H 4.4935 4.0375 2.6849 -0.844 0.116 0.271
H 4.9882 2.7322 1.7674 -0.059 -0.124 -0.795
H 3.5630 2.4215 2.6445 -0.034 0.553 0.757
H 2.3229 4.3094 1.1697 -0.153 -0.432 1.050
H 4.8133 4.3296 -0.0979 0.141 -0.111 -0.284
H 3.3757 5.1915 -0.5033 -0.383 -0.311 -0.512
C 3.1444 -0.7107 1.7270 1.292 -0.470 0.329
C 3.1553 -1.6036 2.9891 -0.834 1.189 -2.012
C 4.3953 -1.5547 3.8157 1.324 0.120 -0.161
O 4.0242 -0.8374 5.0102 -0.321 -1.128 -0.486
C 2.6760 -0.6292 4.9646 -0.941 4.590 3.677
O 2.0633 0.0373 5.8291 2.117 -3.205 -3.006
O 2.2096 -0.8987 3.7575 -1.754 -1.204 0.854
H 3.9140 -1.0495 1.0335 -0.415 -0.157 -0.493
H 3.4657 0.2887 2.0201 -0.080 0.032 0.240
H 2.1387 -0.6188 1.3169 0.169 -0.352 -0.282
H 2.8345 -2.6188 2.7556 -0.257 0.004 0.186
H 5.1655 -1.0344 3.2463 0.116 0.538 0.393
H 4.8446 -2.5339 3.9810 -0.372 -0.051 0.712
N -2.6475 0.0215 -0.0475 -2.831 -0.348 0.018
C -3.5701 0.6491 -0.8214 0.267 -1.522 1.041
C -4.8738 0.3135 -0.3252 -0.106 -1.613 1.645
C -4.7151 -0.5934 0.7924 0.091 1.944 -2.492
C -3.3338 -0.7939 0.8814 0.645 0.882 -0.438
H -1.6773 -0.0719 -0.3121 1.825 -0.091 -0.097
H -3.3330 1.1343 -1.7566 0.218 0.257 0.211
H -5.7741 0.6093 -0.8432 -0.113 0.104 0.371
H -5.4470 -1.0622 1.4336 -0.070 0.113 -0.237
H -2.8027 -1.4628 1.5423 0.155 0.089 -0.035
N -0.6837 -2.5223 1.1318 -0.151 -0.533 -0.889
C -1.4268 -3.4833 0.4711 0.311 -0.180 1.251
C -1.6080 -4.5237 1.4086 -1.274 0.067 -2.599
C -0.9630 -4.1610 2.5448 1.199 0.365 3.115
C -0.3809 -2.9332 2.3956 -0.041 1.003 -0.684
H -0.3597 -1.6928 0.6553 0.391 0.458 -0.076
H -1.6329 -3.3228 -0.5768 -0.241 -0.315 0.088
H -2.2072 -5.4186 1.3270 0.107 0.045 -0.389
H -0.9088 -4.6547 3.5038 -0.219 -0.378 -0.193
H 0.1266 -2.2416 3.0516 0.111 -0.313 0.213
```
Forces are in eV/Å.

The spin multiplicity is 7. Its charge is +2. The calculation puts the max |F| at 5.96 eV Å⁻¹. The electronic energy is -3937.1512 Ha. The calculation puts the LUMO energy (alpha / beta) at -4.539 / -8.632 eV. For the HOMO energy (alpha / beta), the calculation gives -12.930 / -12.836 eV.

Here is C32H47N3O2PSSiTa as an isolated structure from the OMol25 dataset. Energies are from ωB97M-V with the def2-TZVPD basis set.

XYZ file:
```
88
Properties=species:S:1:pos:R:3:forces:R:3
Ta 0.8774 0.4860 0.6529 0.643 -0.131 0.242
N 1.1817 0.3537 2.9703 -0.175 0.036 0.176
C 2.5373 0.8105 3.3860 0.145 -0.031 0.046
C 3.4804 0.6613 2.2025 -0.517 -0.008 -0.504
O 4.6471 0.5196 2.1615 0.015 0.033 0.322
O 2.6992 0.7323 1.0562 0.511 -0.125 0.014
H 0.4746 0.8010 3.5477 0.031 -0.036 0.036
H 1.1015 -0.6450 3.1656 -0.009 -0.011 0.014
H 2.9099 0.2630 4.2491 0.018 -0.009 -0.016
H 2.4939 1.8695 3.6430 0.015 0.007 -0.010
C 0.4670 5.2478 -4.5951 0.004 -0.017 0.002
Si 0.4868 4.8387 -2.7799 0.013 0.042 0.005
C 2.0313 5.4634 -1.9495 -0.005 -0.008 -0.001
C -1.0740 5.4295 -1.9452 -0.009 -0.026 -0.012
C 0.4965 2.9179 -2.6648 -0.010 -0.016 -0.027
C 0.4200 2.1112 -3.7975 -0.004 0.028 -0.015
C 0.3467 0.7135 -3.7310 0.004 -0.005 -0.010
C 0.4100 0.1099 -2.5077 -0.001 0.076 -0.014
N 0.5463 0.8588 -1.3870 -0.080 0.042 -0.731
C 0.5358 2.2132 -1.4649 -0.059 0.034 0.273
S 0.5018 2.8850 0.1676 -0.171 0.185 0.007
H 0.4447 6.3332 -4.7147 0.003 0.001 0.007
H -0.4151 4.8543 -5.1049 -0.001 0.006 0.003
H 1.3581 4.8888 -5.1145 -0.002 -0.006 0.005
H 2.0862 6.5503 -2.0425 -0.008 -0.001 -0.005
H 2.9261 5.0488 -2.4179 0.001 0.003 -0.001
H 2.0612 5.2247 -0.8854 -0.002 -0.001 -0.006
H -1.1667 6.5115 -2.0628 0.010 0.000 -0.003
H -1.0873 5.2155 -0.8758 0.008 -0.007 0.003
H -1.9577 4.9762 -2.4004 -0.001 0.006 0.001
H 0.3840 2.5786 -4.7746 0.006 0.009 0.007
H 0.2372 0.1175 -4.6254 0.002 -0.001 0.001
H 0.3287 -0.9586 -2.3759 0.014 0.009 0.024
C -4.3259 1.3666 0.3811 0.027 0.012 0.029
C -2.8448 1.4195 -0.0203 -0.037 0.000 -0.014
C -2.7292 1.2921 -1.5398 0.022 -0.032 0.000
P -1.7792 0.2123 0.9107 0.012 -0.033 0.084
C -2.5644 0.1130 2.5728 -0.029 0.021 -0.023
C -2.1096 -1.0835 3.3953 0.035 -0.024 -0.034
C -2.3415 1.4454 3.2976 -0.005 -0.030 -0.013
C -1.8142 -1.3974 0.0761 -0.089 -0.094 -0.018
C -2.9796 -1.9991 -0.3996 0.011 0.001 0.022
C -2.9536 -3.2209 -1.0622 -0.010 0.008 0.002
C -4.2134 -3.8653 -1.5640 -0.002 0.005 0.001
C -1.7148 -3.8376 -1.2483 0.028 -0.016 0.001
C -0.5413 -3.2690 -0.7849 -0.089 -0.008 0.013
C -0.5880 -2.0480 -0.1227 0.129 0.028 0.081
N 0.6062 -1.4284 0.3620 -0.142 -0.077 -0.133
C 1.7710 -2.2701 0.6682 -0.174 0.053 0.145
C 2.9345 -2.2089 -0.1106 0.075 -0.063 0.010
C 3.0639 -1.4313 -1.3936 -0.056 -0.001 0.000
C 4.0381 -2.9511 0.3006 -0.018 -0.005 -0.049
C 4.0148 -3.7772 1.4134 -0.017 0.000 -0.002
C 5.2146 -4.5811 1.8180 0.012 -0.002 0.006
C 2.8240 -3.8628 2.1269 0.008 0.020 0.012
C 1.7022 -3.1224 1.7869 0.059 0.058 0.023
C 0.4767 -3.2741 2.6504 -0.017 0.017 -0.041
H -4.8820 2.0263 -0.2849 0.002 0.019 0.015
H -4.5090 1.7089 1.3967 0.008 0.004 0.031
H -4.7563 0.3704 0.2751 0.008 0.010 -0.033
H -2.4313 2.3867 0.2826 -0.019 0.017 -0.036
H -3.1223 0.3371 -1.8896 -0.008 -0.007 0.000
H -1.7147 1.3993 -1.9104 -0.077 -0.004 0.015
H -3.3264 2.0819 -1.9958 -0.001 0.002 -0.005
H -3.6317 -0.0055 2.3752 -0.001 0.005 0.031
H -1.0296 -1.1005 3.5346 0.009 0.039 0.051
H -2.3950 -2.0272 2.9317 0.008 0.003 -0.019
H -2.5681 -1.0422 4.3836 -0.019 -0.003 -0.008
H -1.2794 1.6973 3.3769 -0.044 -0.001 0.026
H -2.7468 1.3878 4.3077 -0.002 0.008 -0.001
H -2.8214 2.2849 2.7974 -0.017 0.013 -0.047
H -3.9364 -1.5164 -0.2426 0.007 -0.012 0.000
H -5.0974 -3.3161 -1.2458 -0.001 0.001 -0.004
H -4.2980 -4.8885 -1.1978 0.001 -0.001 -0.004
H -4.2148 -3.9082 -2.6542 -0.002 -0.006 0.002
H -1.6711 -4.7914 -1.7603 -0.002 0.003 -0.002
H 0.4064 -3.7746 -0.9220 0.013 0.011 0.001
H 2.2418 -1.6450 -2.0738 0.002 -0.017 0.007
H 3.9782 -1.7268 -1.9032 0.018 0.019 0.016
H 3.1282 -0.3516 -1.2445 -0.023 0.008 0.012
H 4.9433 -2.8913 -0.2913 0.005 -0.008 0.005
H 6.0949 -4.2973 1.2454 -0.001 -0.001 -0.001
H 5.0340 -5.6452 1.6571 -0.004 0.002 -0.001
H 5.4353 -4.4455 2.8769 -0.003 -0.002 -0.001
H 2.7645 -4.5272 2.9820 0.006 -0.002 0.000
H 0.4506 -4.2758 3.0760 -0.002 -0.001 0.004
H -0.4555 -3.1176 2.1144 0.005 0.007 -0.017
H 0.4928 -2.5889 3.5036 0.011 -0.026 0.029
```
Forces are in eV/Å.

The value obtained for the energy relative to the best compared isomer or geometry (same formula, charge and spin) is 0.00 kJ/mol. Its charge is +2. The calculation puts the max |F| at 0.74 eV Å⁻¹. The electronic energy is -2648.0660 Ha. The calculation puts the LUMO energy at -6.953 eV. For the HOMO energy, the calculation gives -13.842 eV.

Here is C32H47N6OPbS2Si2 as an isolated structure from the OMol25 dataset. Energies are from ωB97M-V with the def2-TZVPD basis set.

XYZ file:
```
91
Properties=species:S:1:pos:R:3:forces:R:3
Pb 0.3095 -0.4769 -0.4050 -0.671 0.054 -0.087
C -0.5201 -4.3941 2.2886 -0.094 0.018 -0.037
C -0.6687 -3.2901 1.2748 -0.046 -0.037 -0.074
N -0.0680 -2.1563 1.4269 0.376 0.149 0.196
N 0.6116 -2.0503 2.6442 0.012 -0.015 0.072
C 1.4539 -1.0915 2.7990 -0.122 0.220 -0.109
S 1.9756 0.1814 1.7173 0.128 -0.337 0.173
S 2.1857 -1.0789 4.4407 0.020 -0.025 0.060
C 1.2864 0.3405 5.1685 0.167 -0.099 -0.204
C 1.8198 1.7050 4.8325 0.009 -0.040 0.042
C 3.0348 2.1348 5.3586 0.001 -0.002 -0.002
C 3.5389 3.3869 5.0445 -0.019 0.009 -0.030
C 2.8385 4.2293 4.1886 0.008 -0.001 -0.014
C 1.6264 3.8126 3.6602 -0.028 -0.081 0.062
C 1.1239 2.5600 3.9888 -0.074 0.119 0.072
C -1.5272 -3.5235 0.0984 0.067 -0.017 -0.058
C -2.7133 -4.2480 0.3104 0.052 0.080 0.068
C -3.5828 -4.5529 -0.7104 -0.054 0.009 -0.064
C -3.2427 -4.1737 -2.0119 0.022 -0.002 0.031
C -2.0736 -3.4917 -2.2582 -0.002 0.093 -0.009
C -1.1870 -3.1112 -1.2224 -0.076 -0.060 0.078
O -0.1062 -2.4397 -1.5308 0.114 0.062 0.155
H 0.5270 -4.4949 2.5640 0.004 -0.007 0.006
H -0.8900 -5.3337 1.8891 -0.012 0.010 0.006
H -1.0552 -4.1531 3.2098 0.020 0.014 -0.008
H 1.3599 0.1467 6.2385 -0.064 0.058 0.031
H 0.2410 0.2353 4.8744 -0.074 0.030 0.082
H 3.5930 1.4746 6.0142 -0.017 0.033 -0.037
H 4.4822 3.7098 5.4664 -0.015 -0.018 -0.016
H 3.2367 5.2038 3.9350 -0.008 -0.032 0.019
H 1.0780 4.4615 2.9878 -0.008 0.036 -0.013
H 0.1701 2.2350 3.5787 0.199 0.044 0.105
H -2.9628 -4.5518 1.3215 0.032 -0.030 -0.030
H -4.5002 -5.0900 -0.5101 0.023 0.006 -0.008
H -3.9030 -4.4230 -2.8340 0.028 -0.012 -0.011
H -1.7899 -3.2073 -3.2655 -0.026 -0.017 0.025
C 2.9931 -2.6637 -0.4541 -0.131 -0.026 0.148
Si 3.4461 -1.6098 -1.9085 0.066 -0.098 0.121
C 5.0004 -0.6614 -1.5286 0.086 0.120 -0.049
C 3.5351 -2.7268 -3.3928 -0.036 0.029 -0.156
N 2.0963 -0.4399 -2.1882 -0.171 -0.017 -0.172
C 1.9390 0.2888 -3.2218 0.174 0.101 -0.182
C 3.0083 0.4585 -4.2271 -0.091 -0.072 0.157
C 2.8366 1.1502 -5.3516 -0.146 0.189 -0.177
C 1.5718 1.8211 -5.6452 0.254 -0.060 -0.093
C 0.5452 1.7549 -4.7997 -0.044 -0.042 0.196
C 0.6026 0.9984 -3.5331 0.190 0.161 -0.113
N -0.3837 0.9072 -2.7394 0.081 -0.374 -0.421
Si -2.0730 1.3305 -3.0175 -0.275 0.184 0.299
C -2.7584 0.8347 -4.6765 0.219 -0.100 -0.152
C -2.2425 3.1801 -2.7288 0.056 0.091 -0.106
C -3.0931 0.3807 -1.7511 0.046 -0.060 0.066
H 3.6796 -3.5160 -0.4250 -0.019 0.042 0.001
H 1.9765 -3.0569 -0.5602 0.107 -0.015 0.000
H 3.0752 -2.1337 0.4980 0.005 -0.033 -0.051
H 5.7819 -1.3540 -1.2039 -0.040 0.026 0.004
H 4.8101 0.0350 -0.7070 0.030 -0.041 -0.006
H 5.3934 -0.0898 -2.3717 0.013 -0.017 0.052
H 4.2656 -3.5188 -3.2073 -0.034 0.026 -0.008
H 3.8052 -2.2281 -4.3249 -0.002 -0.061 0.033
H 2.5561 -3.1968 -3.5283 0.058 -0.004 -0.003
H 3.9671 0.0103 -4.0142 -0.020 -0.021 0.019
H 3.6547 1.2454 -6.0541 -0.037 0.026 -0.019
H 1.4838 2.3996 -6.5566 0.051 -0.019 0.014
H -0.3644 2.3021 -5.0071 -0.035 -0.033 0.019
H -2.2816 1.3125 -5.5333 -0.047 -0.006 0.031
H -3.8233 1.0837 -4.7033 0.030 -0.021 0.034
H -2.6658 -0.2483 -4.8027 -0.040 0.052 -0.017
H -2.3439 3.7064 -3.6829 0.031 0.006 0.074
H -1.3624 3.5896 -2.2253 -0.063 -0.012 0.024
H -3.1283 3.4218 -2.1358 0.019 -0.015 -0.027
H -3.7494 -0.3228 -2.2693 0.014 -0.006 0.057
H -3.7344 1.0491 -1.1662 0.034 -0.034 -0.025
H -2.4822 -0.2137 -1.0645 -0.074 0.053 -0.021
N -3.4504 2.4919 2.7166 0.155 -0.078 0.044
C -2.1848 3.1602 2.2367 0.049 0.090 -0.089
C -1.5080 2.2286 1.2402 0.002 -0.142 0.042
N -1.2782 0.9042 1.7729 -0.283 0.027 0.133
C -2.4675 0.2814 2.3149 0.140 0.054 -0.078
C -3.1641 1.1512 3.3524 0.001 -0.112 -0.010
H -4.0565 2.3362 1.9088 -0.088 0.039 0.001
H -3.9518 3.0971 3.3642 -0.025 0.027 0.025
H -1.5590 3.3299 3.1113 -0.071 0.009 0.063
H -2.4521 4.1183 1.7930 -0.077 -0.004 0.017
H -0.5567 2.6654 0.9341 0.013 0.015 0.002
H -2.1360 2.1439 0.3413 0.063 0.023 0.023
H -0.4763 0.8694 2.3980 0.035 -0.165 -0.228
H -2.2031 -0.6774 2.7606 -0.008 -0.006 -0.003
H -3.1651 0.0750 1.4919 0.019 -0.042 0.019
H -2.5231 1.3373 4.2126 0.004 0.070 0.024
H -4.1069 0.7227 3.6871 -0.057 0.064 -0.004
```
Forces are in eV/Å.

The value obtained for the energy relative to the best compared isomer or geometry (same formula, charge and spin) is 34.43 kJ/mol. Its charge is +1. The calculation puts the max |F| at 0.68 eV Å⁻¹. The electronic energy is -3219.4030 Ha. The calculation puts the LUMO energy at -3.613 eV. For the HOMO energy, the calculation gives -9.037 eV.

What is the formula in the second record? C32H47N3O2PSSiTa

Which of these has the lowest max |F|? C32H47N6OPbS2Si2